[1]
Molecular formula: C6H12O
Method: DFT, ωB97M-V with the def2-TZVPD basis set

## Properties
Net charge: 0
LUMO level (eV): 1.0
Structure (SMILES): CC[C@H]1[C@H]2C[C@@H]12.O
Gap between HOMO and LUMO (eV): 10.47
Energy relative to the best compared isomer or geometry (same formula, charge and spin) (kJ/mol): 251.73

```
19
Properties=species:S:1:pos:R:3:forces:R:3:mulliken_charge:R:1
C 0.16832 -0.96931 2.07471 0.029 -0.071 -0.043 -1.167
C -0.29920 0.25906 1.29304 0.029 0.092 -0.004 -0.330
C -0.88337 0.07687 -0.11327 -0.223 -0.007 0.369 0.219
C -1.08741 1.29178 -0.95589 -0.237 0.146 0.039 -0.678
C 0.33882 1.60934 -1.29301 0.089 0.199 0.012 -0.558
C -0.19890 0.22883 -1.46120 -0.038 0.133 -0.227 -0.387
H -0.63219 -1.70964 2.19472 0.112 0.109 -0.092 0.283
H 1.02779 -1.46507 1.61219 -0.144 0.048 0.021 0.324
H 0.46729 -0.64969 3.08123 -0.032 -0.126 -0.193 0.358
H 0.51258 0.99210 1.26135 -0.078 -0.087 0.001 0.231
H -1.10183 0.73587 1.87685 0.154 -0.046 -0.187 0.340
H -1.70456 -0.64485 -0.12830 0.033 0.171 -0.065 0.341
H -1.99579 1.68456 -1.38172 0.072 -0.032 -0.074 0.308
H 1.06915 1.80497 -0.50857 -0.157 0.042 -0.116 0.096
H 0.50256 2.19393 -2.19678 -0.044 -0.173 0.094 0.261
H -0.29003 -0.33888 -2.38328 -0.021 0.069 0.405 0.395
O 1.59247 -1.84117 -1.03691 0.065 -0.419 0.003 -0.706
H 1.00925 -1.14331 -0.71353 0.188 -0.013 -0.003 0.357
H 0.99424 -2.38523 -1.56298 0.204 -0.034 0.061 0.312
```
Forces are in eV/Å.



[2]
Molecular formula: C21H28ClN3O2SeYb
Method: DFT, ωB97M-V with the def2-TZVPD basis set

## Properties
<S²>: 0.752
Net charge: -1
LUMO level (alpha / beta) (eV): 2.6 / 2.6
Gap between HOMO and LUMO (alpha / beta) (eV): 3.56 / 5.42
2S+1: 2
Energy relative to the best compared isomer or geometry (same formula, charge and spin) (kJ/mol): 278.04

```
57
Properties=species:S:1:pos:R:3:forces:R:3:mulliken_charge:R:1
Yb 0.09172 1.54473 0.54361 -1.141 0.126 3.474 -0.052
Cl 1.08823 3.36798 2.36122 1.947 -0.074 0.471 -0.125
N 1.88638 -0.54042 1.10195 1.908 0.974 -0.658 0.043
N -2.31347 1.02738 -0.10926 -0.539 0.633 -1.581 0.153
C 2.95198 0.16712 0.80523 -2.583 -1.489 0.315 0.476
C -2.59515 1.49611 -1.28957 1.134 -0.904 1.666 0.557
C 2.33696 -1.67922 1.94807 -0.223 0.388 0.092 1.490
C 3.79299 -1.31496 2.27266 0.317 0.547 -0.036 -0.810
C 2.24731 -2.97499 1.15800 0.010 -0.070 -0.316 -1.538
C 1.50203 -1.78910 3.20914 -0.048 0.096 0.218 -1.778
H 2.92271 -2.94591 0.29319 -0.174 -0.050 0.081 0.334
H 1.22059 -3.12168 0.80602 0.182 -0.003 0.009 0.296
H 2.52921 -3.82407 1.79332 -0.037 0.117 -0.100 0.420
H 1.52858 -0.84862 3.76710 -0.116 -0.133 -0.041 0.388
H 1.90659 -2.58853 3.84128 -0.089 0.064 -0.012 0.464
H 0.46001 -2.01661 2.96762 0.140 0.080 0.060 0.258
C -3.50076 0.27438 0.37596 0.350 0.297 0.200 1.328
C -4.47512 0.37006 -0.80063 -0.224 0.129 -0.649 -0.869
C -4.09140 0.93705 1.61229 0.094 0.077 0.055 -1.316
C -3.09922 -1.15598 0.68681 0.098 -0.187 -0.042 -1.457
H -2.68380 -1.63400 -0.20877 -0.032 0.011 0.144 0.379
H -3.98177 -1.71722 1.01600 0.147 -0.020 -0.024 0.407
H -2.34436 -1.16261 1.48110 -0.155 -0.007 -0.146 0.155
H -4.45905 1.93896 1.35862 0.121 -0.133 0.171 0.443
H -3.32955 1.00436 2.39447 -0.219 0.074 -0.086 -0.013
H -4.92920 0.32625 1.97007 0.061 0.144 0.040 0.419
O -3.79238 1.19459 -1.79019 -0.599 0.051 -0.366 -0.422
H -5.42301 0.87186 -0.55870 0.304 -0.146 0.003 0.306
H -4.69223 -0.59519 -1.27792 0.085 0.188 0.111 0.317
O 4.09674 -0.19380 1.38164 0.690 -0.131 0.095 -0.427
H 4.52817 -2.10442 2.06968 -0.238 0.169 -0.006 0.299
H 3.91967 -0.95441 3.30381 -0.053 -0.070 -0.284 0.353
C 2.86446 1.31247 -0.18503 1.081 0.123 0.736 -1.438
C -1.57373 2.25834 -2.11513 -1.264 0.656 0.035 -1.227
C -0.32499 1.42646 -2.25492 -0.538 -2.165 -3.462 -0.187
H -1.39316 3.21576 -1.54734 0.159 -0.864 -0.633 0.096
H -2.02822 2.50506 -3.09564 0.190 -0.042 0.504 0.402
C 0.73266 1.52571 -1.51143 1.324 5.857 3.437 0.301
C 1.91743 0.95207 -1.30386 0.242 -1.737 -2.363 -0.139
H -0.31237 3.52350 2.07980 -1.733 0.289 -0.595 0.052
C 2.13559 -0.02130 -2.29009 0.724 0.101 0.697 1.635
C 1.09217 -0.28237 -3.19259 -0.075 -0.204 -0.600 -1.253
C 3.47240 -0.68822 -2.33259 0.401 -1.017 -0.849 -1.635
C -0.12634 0.42206 -3.22511 -0.571 0.157 0.022 1.538
H 1.24439 -1.07744 -3.93345 -0.005 0.315 0.136 0.219
C -1.19656 0.19632 -4.23950 -0.281 -0.819 -0.762 -1.653
H -0.82260 -0.55241 -4.98042 -0.655 0.531 0.306 0.409
H -1.45229 1.15767 -4.76200 0.177 -0.931 0.371 0.275
H -2.12241 -0.18768 -3.73260 0.658 0.295 -0.633 0.208
H 4.29960 0.04784 -2.17186 -0.622 -0.658 -0.156 0.277
H 3.59096 -1.17426 -3.33952 0.262 0.256 0.961 0.466
H 3.53034 -1.47451 -1.53629 0.140 0.556 -0.611 0.103
H 3.88481 1.53753 -0.57067 -0.585 -0.086 0.310 0.537
H 2.54303 2.22084 0.40432 0.295 -0.638 -0.766 0.204
Se -1.48066 0.65268 5.30017 -0.258 -0.099 0.864 -0.273
C -1.04074 0.58024 3.60304 0.981 0.038 -3.374 -0.068
N -0.73317 0.56458 2.44888 -1.164 -0.663 3.565 -0.330
```
Forces are in eV/Å.